{"formula": "C16H13BrN2O", "method": "ωB97M-V with the def2-TZVPD basis set", "elements": ["C", "C", "O", "C", "C", "C", "C", "C", "C", "C", "C", "C", "N", "C", "N", "C", "Br", "C", "C", "C", "H", "H", "H", "H", "H", "H", "H", "H", "H", "H", "H", "H", "H"], "xyz": [[1.219, 3.649, -0.087], [1.084, 2.999, -1.460], [-0.184, 2.352, -1.602], [-0.429, 1.278, -0.783], [0.442, 0.183, -0.738], [0.160, -0.927, 0.062], [0.917, -2.173, 0.025], [1.869, -2.497, -0.948], [2.596, -3.690, -0.856], [2.315, -4.622, 0.140], [1.343, -4.369, 1.089], [0.704, -3.134, 1.047], [-0.996, -0.939, 0.758], [-1.841, 0.071, 0.716], [-2.878, -0.042, 1.543], [-3.759, 0.985, 1.571], [-5.359, 0.800, 2.666], [-3.673, 2.132, 0.761], [-2.550, 2.240, -0.077], [-1.615, 1.232, -0.051], [1.166, 2.851, 0.710], [0.400, 4.357, 0.065], [2.137, 4.174, 0.091], [1.119, 3.724, -2.275], [1.942, 2.329, -1.574], [1.344, 0.195, -1.405], [2.125, -1.788, -1.723], [3.318, -3.828, -1.665], [2.876, -5.587, 0.232], [1.163, -5.037, 1.906], [-0.060, -2.936, 1.814], [-4.462, 2.885, 0.734], [-2.432, 3.132, -0.686]], "forces_ev_per_a": [[-1.035, -0.929, 0.711], [0.700, 0.349, 0.424], [-0.138, -0.360, 0.456], [1.722, -1.027, -0.800], [0.972, 1.354, -1.261], [-2.846, 0.598, 0.085], [0.771, -1.569, 0.946], [0.195, 0.012, 0.805], [-0.423, 0.404, -0.681], [1.027, -1.231, -0.177], [0.221, 1.501, -0.423], [-1.010, 0.163, 0.206], [2.198, -1.597, -0.314], [0.574, 0.624, 0.321], [-3.351, 2.147, 0.968], [1.007, -1.914, -0.394], [0.974, 0.009, -0.432], [0.837, 0.168, -0.901], [-2.243, 0.999, 1.297], [0.469, -0.165, -0.476], [-0.088, 0.789, -0.757], [-0.001, -0.083, 0.124], [0.622, 0.222, -0.315], [-0.050, -0.035, 0.124], [-0.319, -0.278, -0.307], [-0.958, 0.050, 0.877], [-0.093, -0.062, -0.155], [-0.035, -0.422, 0.555], [-0.423, 1.022, -0.393], [-0.157, -0.346, 0.170], [0.466, 0.159, -0.489], [0.306, -0.286, 0.211], [0.110, -0.265, -0.005]], "lowdin_charge": [-0.064, -0.230, -0.052, -0.213, 0.070, -0.196, -0.160, -0.035, -0.084, -0.098, -0.084, -0.019, 0.177, -0.315, 0.121, -0.671, 0.671, -0.098, 0.019, -0.104, 0.098, 0.079, 0.066, 0.124, 0.107, 0.130, 0.098, 0.104, 0.117, 0.098, 0.115, 0.099, 0.127], "energy_ev": -91872.767, "spin_multiplicity": 1, "lumo_ha": -0.0203, "de_lowest_kcal_mol": 31.96, "gap_ev": 8.142}